# 1
The following is a DFT calculation (ωB97M-V/def2-TZVPD) of one molecule with the formula C4H9Br2OP.

Each atom is followed by the atoms it is bonded to, with distances in Å.
Positions of all 17 atoms, in Å:
1 C -1.075 -0.977 0.237  C4 1.579, H9 1.127, H10 1.147, H11 1.120
2 C -0.110 0.746 -1.162  C4 1.547, H12 1.092, H13 1.097, H14 1.102
3 C 0.919 0.508 1.221  C4 1.555, H15 1.101, H16 1.093, H17 1.085
4 C -0.353 0.424 0.331  C1 1.579, C2 1.547, C3 1.555, O5 1.404
5 O -1.274 1.385 0.778  C4 1.404, Br7 2.088
6 P -4.982 0.567 0.588  Br7 2.143, Br8 2.246
7 Br -3.176 1.512 -0.073  O5 2.088, P6 2.143
8 Br -4.930 -1.114 -0.901  P6 2.246
9 H -2.157 -0.942 -0.075  C1 1.127
10 H -0.556 -1.591 -0.582  C1 1.147
11 H -0.986 -1.622 1.148  C1 1.120
12 H -0.743 0.160 -1.832  C2 1.092
13 H 0.877 0.410 -1.503  C2 1.097
14 H 0.077 1.832 -1.173  C2 1.102
15 H 0.790 -0.215 2.041  C3 1.101
16 H 1.764 0.348 0.545  C3 1.093
17 H 0.999 1.353 1.896  C3 1.085

The calculation puts the orbital gap (alpha / beta) at 7.29 / 7.46 eV. As for the electronic energy: -5722.30865 a.u. The net charge is 0. The LUMO energy (alpha / beta) is -0.04523 / -0.05796 hartree. For the relative energy (zero: lowest compared OMol25 entry of this formula, charge and spin), the calculation gives 91.7 kcal/mol.

Charges computed using natural (NBO), reported in e: atom 1 (C): -0.64, atom 2 (C): -0.67, atom 3 (C): -0.63, atom 4 (C): 0.22, atom 5 (O): -0.59, atom 6 (P): 0.34, atom 7 (Br): 0.23, atom 8 (Br): -0.24, atom 9 (H): 0.22, atom 10 (H): 0.20, atom 11 (H): 0.21, atom 12 (H): 0.23, atom 13 (H): 0.20, atom 14 (H): 0.23, atom 15 (H): 0.22, atom 16 (H): 0.22, atom 17 (H): 0.24


# 2
The following is a DFT calculation (ωB97M-V/def2-TZVPD) of a 3-piece molecular cluster, C2H6ClNO3S overall.

Each atom is followed by the atoms it is bonded to, with distances in Å.
Positions of all 14 atoms, in Å:
1 C -0.624 0.075 -1.057  C2 1.345, Cl8 1.647, H9 1.123
2 C 0.141 -0.321 -0.024  C1 1.345, N3 1.337, S7 1.793
3 N 1.328 -0.778 0.387  C2 1.337, H12 0.969, H14 1.048
4 O 0.159 0.376 2.585  S7 1.454
5 O -2.068 0.261 1.408  S7 1.423
6 O -0.424 1.951 0.791  S7 1.630, H13 0.980
7 S -0.657 0.451 1.384  C2 1.793, O4 1.454, O5 1.423, O6 1.630
8 Cl -0.075 0.907 -2.368  C1 1.647
9 H -1.697 0.388 -0.946  C1 1.123
10 H 0.237 -1.542 -1.983  no bonds
11 H 0.734 -1.564 -2.708  no bonds
12 H 1.322 -1.257 1.230  N3 0.969
13 H -0.235 2.295 1.689  O6 0.980
14 H 1.858 -1.242 -0.389  N3 1.048

The calculation puts the orbital gap at 9.01 eV. As for the electronic energy: -1218.51277 a.u. The net charge is 0. The LUMO energy is 0.00500 hartree. For the relative energy (zero: lowest compared OMol25 entry of this formula, charge and spin), the calculation gives 81.9 kcal/mol.

Charges computed using natural (NBO), reported in e: atom 1 (C): -0.38, atom 2 (C): -0.08, atom 3 (N): -0.77, atom 4 (O): -0.93, atom 5 (O): -0.90, atom 6 (O): -0.85, atom 7 (S): 2.30, atom 8 (Cl): 0.05, atom 9 (H): 0.27, atom 10 (H): -0.03, atom 11 (H): 0.01, atom 12 (H): 0.41, atom 13 (H): 0.49, atom 14 (H): 0.41


# 3
The following is a DFT calculation (ωB97M-V/def2-TZVPD) of one molecule with the formula C4H4F3NO2.

Each atom is followed by the atoms it is bonded to, with distances in Å.
Positions of all 14 atoms, in Å:
1 N 1.630 1.095 0.993  H2 1.020, H3 1.020, H4 1.020, C5 1.825
2 H 2.151 1.170 1.867  N1 1.020
3 H 1.143 1.973 0.814  N1 1.020
4 H 2.267 0.881 0.226  N1 1.020
5 C 0.407 -0.232 1.269  N1 1.825, O6 1.252, C7 1.500, O13 1.388
6 O -0.253 0.061 2.292  C5 1.252
7 C -0.360 -0.284 -0.018  C5 1.500, C8 1.207
8 C -1.057 -0.314 -1.002  C7 1.207, C9 1.465
9 C -1.903 -0.341 -2.198  C8 1.465, F10 1.338, F11 1.338, F12 1.338
10 F -1.208 -0.032 -3.298  C9 1.338
11 F -2.440 -1.552 -2.389  C9 1.338
12 F -2.912 0.533 -2.106  C9 1.338
13 O 1.217 -1.359 1.310  C5 1.388, H14 0.966
14 H 1.318 -1.598 2.240  O13 0.966

The calculation puts the orbital gap at 10.11 eV. As for the electronic energy: -659.58334 a.u. The net charge is 0. The LUMO energy is 0.01008 hartree. Its SMILES is [NH3+][C@]([O-])(O)C#CC(F)(F)F. For the relative energy (zero: lowest compared OMol25 entry of this formula, charge and spin), the calculation gives 16.3 kcal/mol.

Charges computed using natural (NBO), reported in e: atom 1 (N): -0.86, atom 2 (H): 0.41, atom 3 (H): 0.41, atom 4 (H): 0.40, atom 5 (C): 0.68, atom 6 (O): -0.70, atom 7 (C): 0.01, atom 8 (C): -0.14, atom 9 (C): 0.95, atom 10 (F): -0.31, atom 11 (F): -0.31, atom 12 (F): -0.31, atom 13 (O): -0.72, atom 14 (H): 0.49


# 4
The following is a DFT calculation (ωB97M-V/def2-TZVPD) of a 12-piece molecular cluster, C13H50N2O12 overall.

Each atom is followed by the atoms it is bonded to, with distances in Å.
Positions of all 77 atoms, in Å:
1 O 2.729 1.834 3.841  H2 0.957, H3 0.957
2 H 1.901 1.913 4.315  O1 0.957
3 H 2.490 1.949 2.921  O1 0.957
4 O 1.158 2.216 1.098  H5 0.957, H6 0.957
5 H 0.770 1.477 1.567  O4 0.957
6 H 1.615 1.817 0.357  O4 0.957
7 O 0.192 2.453 4.957  H8 0.957, H9 0.957
8 H 0.198 3.267 5.460  O7 0.957
9 H -0.735 2.271 4.805  O7 0.957
10 O 1.432 -5.635 1.278  H11 0.957, H12 0.957
11 H 1.953 -5.598 0.476  O10 0.957
12 H 0.586 -5.259 1.033  O10 0.957
13 O 1.677 -1.599 -1.922  H14 0.957, H15 0.957
14 H 1.491 -0.693 -1.673  O13 0.957
15 H 2.027 -1.537 -2.811  O13 0.957
16 O 0.735 -4.140 -1.663  H17 0.957, H18 0.957
17 H 0.697 -3.188 -1.749  O16 0.957
18 H 1.655 -4.327 -1.474  O16 0.957
19 O -0.876 -0.322 4.940  H20 0.957, H21 0.957
20 H -1.506 0.217 4.461  O19 0.957
21 H -1.096 -0.186 5.862  O19 0.957
22 C 1.083 1.829 -2.788  O23 1.248, N24 1.295, N25 1.337
23 O 1.428 1.144 -1.804  C22 1.248
24 N 1.925 2.503 -3.507  C22 1.295, H26 1.010, H27 1.010
25 N -0.152 1.877 -3.296  C22 1.337, H28 1.010, H29 1.010
26 H 2.900 2.625 -3.275  N24 1.010
27 H 1.369 2.949 -4.223  N24 1.010
28 H -0.775 1.227 -2.836  N25 1.010
29 H -0.516 2.588 -3.913  N25 1.010
30 C -1.491 -0.994 -3.007  C31 1.578, H34 1.090, H35 1.090, H36 1.090
31 C -2.966 -1.550 -3.099  C30 1.578, C32 1.527, O33 1.409, H37 1.090
32 C -3.191 -2.272 -4.426  C31 1.527, H38 1.090, H39 1.090, H40 1.090
33 O -3.269 -2.377 -2.000  C31 1.409, H41 0.960
34 H -1.226 -0.533 -3.959  C30 1.090
35 H -0.729 -1.684 -2.646  C30 1.090
36 H -1.310 -0.208 -2.274  C30 1.090
37 H -3.671 -0.723 -3.015  C31 1.090
38 H -4.206 -2.665 -4.361  C32 1.090
39 H -2.556 -3.081 -4.788  C32 1.090
40 H -3.249 -1.568 -5.255  C32 1.090
41 H -4.182 -2.205 -1.759  O33 0.960
42 C 4.651 -1.191 0.499  C43 1.510, H46 1.090, H47 1.090, H48 1.090
43 C 4.486 0.303 0.645  C42 1.510, C44 1.531, O45 1.411, H49 1.090
44 C 5.780 0.996 1.080  C43 1.531, H50 1.090, H51 1.090, H52 1.090
45 O 3.964 0.688 -0.608  C43 1.411, H53 0.960
46 H 3.752 -1.805 0.547  C42 1.090
47 H 5.355 -1.563 1.243  C42 1.090
48 H 5.168 -1.466 -0.420  C42 1.090
49 H 3.657 0.543 1.311  C43 1.090
50 H 6.054 0.863 2.126  C44 1.090
51 H 5.641 2.069 0.949  C44 1.090
52 H 6.657 0.625 0.549  C44 1.090
53 H 3.008 0.706 -0.688  O45 0.960
54 C 0.723 -2.120 1.528  C55 1.512, H58 1.090, H59 1.090, H60 1.090
55 C -0.089 -0.866 1.296  C54 1.512, C56 1.483, O57 1.398, H61 1.090
56 C -1.554 -1.072 1.397  C55 1.483, H62 1.090, H63 1.090, H64 1.090
57 O 0.340 0.020 2.290  C55 1.398, H65 0.960
58 H 0.703 -2.527 2.538  C54 1.090
59 H 1.772 -1.894 1.336  C54 1.090
60 H 0.450 -2.922 0.841  C54 1.090
61 H 0.057 -0.432 0.306  C55 1.090
62 H -2.131 -0.224 1.027  C56 1.090
63 H -1.845 -1.383 2.401  C56 1.090
64 H -1.788 -1.948 0.793  C56 1.090
65 H -0.064 -0.084 3.155  O57 0.960
66 C -4.280 3.293 1.435  C67 1.498, H70 1.090, H71 1.090, H72 1.090
67 C -4.314 2.901 -0.010  C66 1.498, C68 1.493, O69 1.417, H73 1.090
68 C -3.370 1.857 -0.511  C67 1.493, H74 1.090, H75 1.090, H76 1.090
69 O -5.627 2.373 -0.086  C67 1.417, H77 0.960
70 H -4.630 4.306 1.635  C66 1.090
71 H -3.245 3.499 1.707  C66 1.090
72 H -4.469 2.576 2.234  C66 1.090
73 H -4.131 3.822 -0.564  C67 1.090
74 H -2.368 2.017 -0.114  C68 1.090
75 H -3.426 1.918 -1.598  C68 1.090
76 H -3.659 0.890 -0.099  C68 1.090
77 H -5.537 1.419 -0.017  O69 0.960

The calculation puts the orbital gap (alpha / beta) at 9.45 / 3.10 eV. As for the electronic energy: -1537.30149 a.u. The net charge is +1. The LUMO energy (alpha / beta) is -0.09100 / -0.32436 hartree. The multiplicity is 2. Its expectation value of S² is 0.75.

Charges computed using Mulliken, reported in e: atom 1 (O): -0.64, atom 2 (H): 0.36, atom 3 (H): 0.35, atom 4 (O): -0.79, atom 5 (H): 0.38, atom 6 (H): 0.21, atom 7 (O): -0.52, atom 8 (H): 0.25, atom 9 (H): 0.27, atom 10 (O): -0.61, atom 11 (H): 0.29, atom 12 (H): 0.33, atom 13 (O): -0.46, atom 14 (H): 0.24, atom 15 (H): 0.23, atom 16 (O): -0.63, atom 17 (H): 0.29, atom 18 (H): 0.28, atom 19 (O): -0.63, atom 20 (H): 0.21, atom 21 (H): 0.31, atom 22 (C): 0.60, atom 23 (O): -0.43, atom 24 (N): -0.38, atom 25 (N): -0.28, atom 26 (H): 0.21, atom 27 (H): 0.15, atom 28 (H): -0.08, atom 29 (H): 0.23, atom 30 (C): -0.02, atom 31 (C): 0.56, atom 32 (C): -1.51, atom 33 (O): -0.56, atom 34 (H): 0.70, atom 35 (H): 0.04, atom 36 (H): -0.79, atom 37 (H): 0.17, atom 38 (H): 0.38, atom 39 (H): 0.32, atom 40 (H): 0.41, atom 41 (H): 0.36, atom 42 (C): -1.17, atom 43 (C): 1.64, atom 44 (C): -1.53, atom 45 (O): -0.17, atom 46 (H): 0.21, atom 47 (H): 0.37, atom 48 (H): 0.40, atom 49 (H): -0.29, atom 50 (H): 0.40, atom 51 (H): 0.41, atom 52 (H): 0.39, atom 53 (H): 0.31, atom 54 (C): -0.96, atom 55 (C): 2.28, atom 56 (C): -1.72, atom 57 (O): -0.18, atom 58 (H): 0.50, atom 59 (H): -0.31, atom 60 (H): 0.18, atom 61 (H): -0.62, atom 62 (H): 0.02, atom 63 (H): 0.52, atom 64 (H): 0.43, atom 65 (H): 0.02, atom 66 (C): -1.42, atom 67 (C): 0.55, atom 68 (C): -1.07, atom 69 (O): -0.56, atom 70 (H): 0.36, atom 71 (H): 0.35, atom 72 (H): 0.31, atom 73 (H): 0.27, atom 74 (H): 0.35, atom 75 (H): 0.21, atom 76 (H): 0.34, atom 77 (H): 0.35


# 5
The following is a DFT calculation (ωB97M-V/def2-TZVPD) of a 2-piece molecular cluster, C4H14N2O overall.

Each atom is followed by the atoms it is bonded to, with distances in Å.
Positions of all 21 atoms, in Å:
1 C -0.005 1.695 -0.317  C2 1.535, N6 1.486, H7 1.094, H8 1.096
2 C -1.190 0.767 -0.619  C1 1.535, C3 1.527, H9 1.088, H10 1.087
3 C -0.969 -0.648 -0.090  C2 1.527, C4 1.510, H11 1.100, H12 1.099
4 C 0.208 -1.410 -0.651  C3 1.510, N5 1.467, H13 1.084, H14 1.096
5 N -0.084 -1.855 -2.017  C4 1.467, H15 1.019, H16 1.013
6 N 0.343 1.774 1.125  C1 1.486, H17 0.985, H18 0.995
7 H 0.849 1.507 -0.975  C1 1.094
8 H -0.365 2.703 -0.553  C1 1.096
9 H -2.065 1.273 -0.218  C2 1.088
10 H -1.220 0.778 -1.706  C2 1.087
11 H -1.897 -1.219 -0.235  C3 1.100
12 H -0.933 -0.584 1.007  C3 1.099
13 H 1.087 -0.780 -0.715  C4 1.084
14 H 0.448 -2.210 0.058  C4 1.096
15 H 0.639 -2.508 -2.315  N5 1.019
16 H -0.960 -2.364 -2.048  N5 1.013
17 H 0.412 2.720 1.394  N6 0.985
18 H 0.286 0.822 1.405  N6 0.995
19 H 1.800 0.001 1.749  O21 0.981
20 H 1.910 0.121 3.191  O21 0.987
21 O 1.705 -0.584 2.531  H19 0.981, H20 0.987

The calculation puts the orbital gap (alpha / beta) at 2.66 / 8.88 eV. As for the electronic energy: -345.45985 a.u. The net charge is -1. The LUMO energy (alpha / beta) is 0.14388 / 0.14015 hartree. The multiplicity is 2. Its expectation value of S² is 0.75. For the relative energy (zero: lowest compared OMol25 entry of this formula, charge and spin), the calculation gives 26.3 kcal/mol.

Charges computed using natural (NBO), reported in e: atom 1 (C): -0.33, atom 2 (C): -0.42, atom 3 (C): -0.44, atom 4 (C): -0.32, atom 5 (N): -0.85, atom 6 (N): -1.09, atom 7 (H): 0.16, atom 8 (H): 0.17, atom 9 (H): 0.19, atom 10 (H): 0.19, atom 11 (H): 0.19, atom 12 (H): 0.21, atom 13 (H): 0.19, atom 14 (H): 0.17, atom 15 (H): 0.34, atom 16 (H): 0.34, atom 17 (H): 0.38, atom 18 (H): 0.39, atom 19 (H): 0.42, atom 20 (H): 0.34, atom 21 (O): -1.24


# 6
The following is a DFT calculation (ωB97M-V/def2-TZVPD) of a 2-piece molecular cluster, C5H13NO overall.

Each atom is followed by the atoms it is bonded to, with distances in Å.
Positions of all 20 atoms, in Å:
1 C 0.124 -0.229 1.986  C2 1.525, N6 1.456, H7 1.099, H8 1.089
2 C 0.372 -0.744 0.573  C1 1.525, C3 1.565, H9 1.096, H10 1.088
3 C 0.723 0.399 -0.437  C2 1.565, C5 1.492, H11 1.080, H12 1.096
4 C 2.287 -0.922 -1.906  C5 1.327, H13 1.077, H14 1.088
5 C 1.904 0.209 -1.328  C3 1.492, C4 1.327, H15 1.076
6 N -1.146 0.468 2.134  C1 1.456, H16 1.004, H17 1.009
7 H 0.065 -1.158 2.570  C1 1.099
8 H 0.959 0.399 2.294  C1 1.089
9 H -0.506 -1.260 0.168  C2 1.096
10 H 1.200 -1.448 0.521  C2 1.088
11 H -0.121 0.624 -1.072  C3 1.080
12 H 0.801 1.323 0.148  C3 1.096
13 H 3.074 -0.894 -2.641  C4 1.077
14 H 1.896 -1.854 -1.504  C4 1.088
15 H 2.208 1.125 -1.804  C5 1.076
16 H -1.725 0.054 2.842  N6 1.004
17 H -1.663 0.733 1.309  N6 1.009
18 H -4.092 1.522 -1.398  O20 0.965
19 H -3.138 0.371 -1.396  O20 0.975
20 O -3.220 1.283 -1.061  H18 0.965, H19 0.975

The calculation puts the orbital gap at 9.42 eV. As for the electronic energy: -328.25117 a.u. The net charge is 0. The LUMO energy is 0.02417 hartree. Its SMILES is C=CCCCN.O. For the relative energy (zero: lowest compared OMol25 entry of this formula, charge and spin), the calculation gives 42.5 kcal/mol.

Charges computed using natural (NBO), reported in e: atom 1 (C): -0.21, atom 2 (C): -0.40, atom 3 (C): -0.46, atom 4 (C): -0.42, atom 5 (C): -0.16, atom 6 (N): -0.87, atom 7 (H): 0.18, atom 8 (H): 0.18, atom 9 (H): 0.20, atom 10 (H): 0.21, atom 11 (H): 0.22, atom 12 (H): 0.21, atom 13 (H): 0.20, atom 14 (H): 0.19, atom 15 (H): 0.19, atom 16 (H): 0.37, atom 17 (H): 0.38, atom 18 (H): 0.47, atom 19 (H): 0.47, atom 20 (O): -0.94